# C28H31N5O6PRuS5

A molecular structure, C28H31N5O6PRuS5 in a non-equilibrium geometry (the ωB97M-V functional and the def2-TZVPD basis, the OMol25 dataset).

XYZ file:
```
77
Properties=species:S:1:pos:R:3:forces:R:3
Ru -0.961494 -0.654253 -0.330498 -1.0 0.7 0.0
O 0.801694 -0.085169 1.537528 0.3 -0.3 -0.1
C 0.843307 -0.778032 0.545618 0.0 0.0 0.0
C 2.020898 -1.474595 -0.026704 0.0 0.2 0.2
C 3.304193 -1.361525 0.498657 0.0 0.1 0.1
C 4.340730 -2.043811 -0.112550 0.0 0.0 0.0
C 4.092638 -2.843056 -1.228073 -0.1 0.0 0.0
C 2.807310 -2.961234 -1.742036 0.0 0.0 0.0
C 1.771165 -2.259374 -1.139838 -0.2 -0.1 -0.2
P -0.004806 -2.386896 -1.571238 0.7 -0.2 0.2
C -0.138534 -2.321706 -3.363267 -0.1 0.1 0.0
C 0.815384 -1.639286 -4.116022 0.0 0.0 -0.1
C 0.633278 -1.482341 -5.482824 -0.1 0.0 0.0
C -0.507977 -1.985974 -6.096161 0.1 0.0 0.0
C -1.472242 -2.643961 -5.344999 0.0 0.0 0.1
C -1.294006 -2.808331 -3.978490 0.0 0.0 -0.1
C -0.321718 -4.099226 -1.036150 -0.1 0.0 0.1
C -0.387654 -4.324357 0.341998 0.0 -0.2 -0.2
C -0.544770 -5.611341 0.831553 0.0 0.0 0.0
C -0.649177 -6.682617 -0.053047 0.0 0.1 0.1
C -0.587746 -6.460613 -1.419159 0.0 0.0 -0.1
C -0.421483 -5.170514 -1.915511 0.0 0.0 -0.1
H 3.476955 -0.737902 1.366918 0.0 0.0 0.0
H 5.347712 -1.963498 0.279762 -0.1 0.0 0.0
H 4.908467 -3.382593 -1.695117 0.0 0.0 0.0
H 2.610506 -3.595575 -2.598876 0.1 0.0 0.0
H 1.705505 -1.240969 -3.642762 0.0 0.0 0.0
H 1.378877 -0.963942 -6.072703 0.0 0.0 0.0
H -0.645881 -1.857058 -7.162972 0.0 0.0 0.1
H -2.369837 -3.020887 -5.821396 0.1 0.0 0.0
H -2.054001 -3.310221 -3.387757 0.0 0.1 -0.1
H -0.308984 -3.487469 1.022882 0.0 0.1 0.1
H -0.586624 -5.785000 1.902221 0.0 0.0 -0.1
H -0.776959 -7.689307 0.327188 0.0 0.1 0.0
H -0.668602 -7.293928 -2.109617 0.0 0.1 0.1
H -0.362257 -5.010068 -2.986218 0.0 0.0 0.1
S -2.649918 -0.280036 -2.100494 0.4 -0.3 0.0
S -4.054400 0.052040 -0.714772 -0.1 0.0 0.1
S -4.792024 -1.899222 -0.228223 0.0 0.1 0.0
S -3.325542 -3.130523 -0.440083 -0.1 0.0 0.0
N -2.286774 -2.811615 2.952119 0.2 0.2 0.0
C -1.871905 -1.536434 2.779394 0.0 0.0 0.0
N -1.324049 -0.905189 3.839914 -0.1 -0.1 -0.1
O -2.010273 -0.950661 1.687359 0.1 0.0 -0.1
H -2.262645 -3.268475 3.845831 0.0 0.0 0.0
H -2.769651 -3.254945 2.189775 -0.1 0.0 -0.1
H -1.166575 -1.360404 4.719831 0.0 0.0 0.0
H -0.884290 -0.019626 3.670924 0.1 0.1 -0.1
C 0.113629 6.995777 5.289826 0.0 -0.1 -0.1
C -0.028394 5.718740 4.457531 0.2 0.3 0.1
S -0.499526 6.105940 2.772130 -0.3 0.1 -0.2
O -0.221348 7.491216 2.495525 0.0 -0.2 0.0
O -1.838673 5.593008 2.564109 0.2 0.0 -0.1
C 0.609622 5.109446 1.758879 -0.1 -0.1 -0.2
C 0.056458 4.953549 0.324583 0.2 -0.3 0.4
N 0.229903 3.583554 -0.206045 0.3 0.5 0.1
C -0.643160 2.571039 -0.047411 0.1 -0.2 -0.2
N -0.196513 1.476338 -0.668630 -0.1 -0.2 0.4
C 1.006902 1.787803 -1.225864 -0.2 -0.6 -0.3
C 1.285064 3.075913 -0.955613 0.1 0.7 0.2
N 2.494705 3.770192 -1.322661 0.3 0.2 0.1
O 2.683473 4.898718 -0.886588 -0.2 -0.5 -0.1
O 3.270881 3.150004 -2.025711 -0.3 0.2 0.2
C -1.922426 2.658053 0.703648 0.0 0.1 -0.2
H 0.255216 6.735702 6.339586 0.0 0.0 -0.1
H -0.776689 7.620747 5.205758 0.1 -0.1 0.0
H 0.965777 7.587385 4.955320 -0.1 -0.1 0.0
H -0.823447 5.070064 4.818363 0.0 -0.1 0.0
H 0.910000 5.160850 4.403837 -0.1 0.0 0.1
H 0.705371 4.140329 2.256231 0.0 0.1 -0.1
H 1.567873 5.626302 1.760081 0.1 -0.1 0.0
H 0.577682 5.623484 -0.330070 0.1 0.2 -0.3
H -0.998040 5.190330 0.287433 -0.2 -0.1 0.0
H 1.601593 1.086912 -1.792550 -0.1 0.1 0.1
H -1.978975 3.541405 1.334100 0.1 0.0 0.1
H -2.044101 1.763440 1.308027 0.0 -0.1 0.1
H -2.758649 2.695492 0.004273 0.0 0.0 0.0
```
Positions in Å, forces in eV/Å.

The calculation puts the HOMO energy (alpha / beta) at -10.0 / -10.8 eV. The value obtained for the gap between HOMO and LUMO (alpha / beta) is 0.259 / 0.236 Eh. As for the multiplicity: 5. The expectation value of S² is 6.02. The charge is +1.

# C28H32AsCl3F6N4O7Ru

A molecular structure, C28H32AsCl3F6N4O7Ru in a non-equilibrium geometry (the ωB97M-V functional and the def2-TZVPD basis, the OMol25 dataset).

XYZ file:
```
82
Properties=species:S:1:pos:R:3:forces:R:3
Ru -1.023871 -0.427284 -0.228068 0.3 2.3 2.3
C -3.393944 0.495912 3.307566 1.0 0.0 0.2
C -2.870029 0.090665 1.976223 1.6 -0.7 -1.3
N -1.570959 0.134431 1.625084 -1.5 0.0 0.8
O -0.786812 0.738025 2.571393 1.3 0.2 -0.1
C -3.651393 -0.460835 0.931355 0.3 0.4 -0.7
C -5.096819 -0.679968 0.952474 -1.0 -0.6 -0.2
N -3.024998 -0.615271 -0.248719 -0.8 -1.2 0.9
O -3.681269 -0.962706 -1.245802 0.3 -0.1 -1.1
H -2.689783 0.075251 4.023747 -0.2 -0.4 0.3
H -4.410387 0.142049 3.481052 0.2 0.2 0.0
H -3.251351 1.563343 3.524132 -0.4 -0.1 -0.5
H 0.151985 0.654714 2.247706 -1.2 0.0 0.1
H -5.462684 -0.692191 -0.099309 0.1 0.1 1.0
H -5.606322 0.068610 1.546182 -0.2 0.3 0.0
H -5.336670 -1.651790 1.417210 0.1 0.2 -0.3
Cl -2.962835 -5.576915 -4.311256 -0.2 0.5 -0.1
C -2.098519 -4.151067 -3.884445 0.0 -1.0 -0.4
C -2.515269 -2.891293 -4.246998 -1.2 0.8 -0.7
C -1.816357 -1.800709 -3.772436 -1.3 -1.3 -0.1
Cl -2.263196 -0.249879 -4.163301 -0.2 1.0 -0.1
C -0.810705 -2.029333 -2.802561 2.8 3.3 1.9
O -0.355027 -1.028547 -2.063347 -1.0 -3.0 -2.4
C -0.167409 -3.303178 -2.752652 -1.2 -1.7 -0.3
Cl 1.340160 -3.532867 -2.009390 -0.1 0.2 0.1
C -0.887343 -4.380225 -3.257157 1.4 0.9 1.1
H -3.424621 -2.778696 -4.863994 0.7 0.1 0.4
H -0.563217 -5.390557 -3.108656 0.3 -0.2 0.1
C 5.629114 -0.315057 5.087551 0.3 -0.4 -0.3
C 4.720379 -0.644722 3.942903 -0.2 0.1 -1.5
C 4.052035 -1.858146 3.830298 -0.6 -0.5 -0.6
C 3.203459 -2.240091 2.790930 -0.6 1.8 -0.9
C 2.514321 -3.587810 2.783631 -0.2 0.5 0.3
C 2.869258 -1.186585 1.816987 1.4 -0.3 1.4
C 1.659531 -1.301093 1.063224 -0.9 1.6 -1.4
O 0.934046 -0.268389 0.739858 1.7 -3.5 0.5
C 3.704504 -0.023225 1.785310 -1.2 -0.5 1.5
C 3.509144 1.039831 0.778943 -0.1 0.3 -0.8
C 4.619857 0.186795 2.817901 -0.1 -0.3 0.3
H 6.360436 -1.132941 5.143712 0.1 0.4 0.1
H 5.137698 -0.296116 6.054792 -0.3 0.1 0.0
H 6.128187 0.642768 4.922340 0.0 -0.2 0.1
H 4.172470 -2.594699 4.573088 0.3 -0.8 1.0
H 3.034330 -4.248528 3.484990 -0.1 0.0 -0.2
H 2.497006 -4.030274 1.774527 0.0 0.1 0.5
H 1.459853 -3.461587 3.122427 1.0 -0.3 -0.3
H 1.406307 -2.327656 0.708335 -0.5 0.8 0.4
H 2.540760 0.973684 0.255858 0.5 0.5 0.6
H 4.212686 0.828572 -0.011030 0.6 0.2 -0.5
H 3.750250 2.032997 1.200711 -0.4 -0.5 -0.4
H 5.240817 1.060401 2.782396 0.1 0.5 0.0
C 0.229141 6.065181 -1.716468 -0.9 0.3 1.0
C 0.252778 4.623561 -1.161442 0.0 0.1 -0.9
C -0.158428 3.566901 -2.264880 0.4 -0.5 0.3
C 0.720032 3.801756 -3.486233 0.7 0.4 0.0
C 0.870985 2.728618 -4.594228 1.5 0.2 1.5
C -1.626663 3.772262 -2.655300 0.7 0.0 -0.4
O -2.053629 4.325839 -3.651675 0.5 0.0 0.4
N -2.468544 3.324311 -1.701966 -3.2 -0.5 1.3
C -2.199209 2.297183 -0.754713 1.1 1.0 0.0
O -2.904682 2.090982 0.217977 0.0 0.6 -1.4
N -1.031333 1.590852 -1.011246 -0.1 0.3 0.8
C 0.069332 2.143785 -1.592750 -1.1 0.8 -2.0
O 1.123880 1.549795 -1.740830 -0.1 0.2 0.6
H 0.105326 6.772606 -0.885959 0.2 -0.2 0.0
H -0.648380 6.287573 -2.348387 0.5 -0.4 0.0
H 1.140628 6.346416 -2.202059 0.4 0.0 -0.6
H -0.445752 4.560933 -0.327898 0.1 -0.2 0.2
H 1.284990 4.352847 -0.828817 -0.8 0.2 -0.1
H 1.725337 4.059632 -3.044414 -0.6 -0.5 -0.8
H 0.366703 4.728370 -3.933264 -0.1 0.1 0.0
H 1.473166 1.949860 -4.109508 -0.2 -0.2 -0.5
H 1.492824 3.164020 -5.367980 0.1 0.1 -0.2
H 0.024859 2.284540 -5.077345 -0.9 0.1 0.1
H -3.480058 3.607089 -1.807826 1.6 -0.5 0.3
F -0.977477 -2.533072 0.462614 -0.2 -2.2 1.2
As -1.312806 -4.152951 1.465162 -0.2 0.0 0.6
F -0.439257 -3.378862 2.829418 -1.3 -0.3 -1.3
F 0.253883 -4.695017 0.856116 -1.0 0.2 0.4
F -2.051055 -4.724388 -0.024706 0.4 0.1 1.1
F -1.588049 -5.610150 2.470048 0.4 1.6 -1.6
F -2.875343 -3.508286 1.992846 1.5 -0.2 -0.5
```
Positions in Å, forces in eV/Å.

The calculation puts the HOMO energy (alpha / beta) at -7.6 / -8.0 eV. The value obtained for the gap between HOMO and LUMO (alpha / beta) is 0.240 / 0.156 Eh. As for the multiplicity: 5. The expectation value of S² is 6.11.